Record 1
{
  "formula": "C6H14O5PtSSe2",
  "method": "ωB97M-V/def2-TZVPD",
  "elements": ["Pt", "C", "Se", "C", "C", "Se", "C", "H", "H", "H", "H", "H", "H", "H", "H", "H", "H", "O", "C", "O", "H", "C", "S", "O", "O", "O", "H", "H", "H"],
  "positions_angstrom": [[1.320, -1.385, 0.506], [-1.148, 3.073, -0.038], [-0.396, 2.067, 1.378], [-1.839, 0.808, 1.543], [-2.044, -0.261, 0.514], [-1.194, -2.008, 0.850], [-1.632, -2.765, -0.875], [-0.610, 2.836, -0.899], [-0.991, 4.198, 0.139], [-2.251, 2.926, -0.301], [-2.701, 1.468, 1.560], [-1.728, 0.500, 2.565], [-1.779, 0.034, -0.528], [-3.085, -0.429, 0.477], [-0.840, -3.432, -1.252], [-1.778, -1.996, -1.589], [-2.523, -3.397, -0.644], [2.471, -2.227, 2.089], [2.161, -1.378, 2.937], [1.272, -0.533, 2.583], [2.615, -1.378, 3.942], [2.964, 0.641, -2.092], [1.293, 0.245, -1.743], [1.186, 0.644, -0.269], [0.415, 0.943, -2.571], [1.139, -1.207, -1.720], [3.016, 1.676, -1.906], [3.074, 0.389, -3.133], [3.612, -0.053, -1.524]],
  "forces_ev_per_a": [[0.056, -0.350, 0.183], [-2.046, 2.539, 0.250], [-0.069, 0.353, 0.022], [0.071, 0.576, 0.624], [1.162, 0.136, -1.168], [0.339, 0.448, -0.068], [-0.200, -1.842, 0.580], [1.109, -0.442, -1.594], [-0.105, -1.671, -0.004], [1.486, -0.138, 0.901], [-0.242, 0.091, -0.156], [-0.029, -0.800, 0.473], [0.097, -0.049, 0.771], [-1.291, -0.690, 0.034], [-0.157, 0.295, 0.467], [-0.418, 0.690, -0.554], [0.481, 0.636, -0.563], [0.487, -0.963, -1.667], [-1.063, 1.349, 1.192], [0.333, -0.100, 0.352], [-0.159, 0.072, -0.324], [-0.505, -2.103, -0.298], [2.064, 0.984, 0.413], [-0.353, -0.284, 0.689], [-1.455, 1.045, -0.950], [-0.343, -2.002, 0.715], [0.682, 1.192, 0.255], [0.268, 0.219, -0.556], [-0.200, 0.810, -0.020]],
  "total_energy_ev": -161439.2128,
  "e_above_lowest_kcal_mol": 0.0,
  "charge": 2,
  "spin_multiplicity": 5,
  "orbital_gap_ev": [10.07, 7.73],
  "homo_ev": [-16.6970, -18.1295]
}

Record 2
{
  "formula": "C19H26ClN2O2PTc",
  "method": "ωB97M-V/def2-TZVPD",
  "elements": ["C", "C", "N", "C", "C", "C", "C", "C", "P", "H", "H", "H", "C", "C", "H", "H", "H", "C", "C", "H", "H", "H", "H", "H", "H", "H", "H", "H", "H", "H", "H", "C", "O", "Tc", "O", "H", "H", "N", "Cl", "C", "C", "C", "C", "C", "C", "C", "H", "H", "H", "H", "H", "H"],
  "positions_angstrom": [[-0.946, 0.447, -3.167], [-0.819, 1.781, -2.464], [0.003, 1.745, -1.383], [0.351, 2.905, -0.674], [-0.225, 4.141, -1.147], [-1.080, 4.155, -2.229], [-1.403, 2.953, -2.924], [1.223, 2.776, 0.410], [1.776, 1.132, 0.804], [-2.064, 2.950, -3.794], [0.023, 5.066, -0.617], [-1.517, 5.104, -2.561], [-2.246, -0.793, -1.526], [-0.605, -1.952, -2.896], [1.531, 3.659, 0.981], [-0.075, 0.307, -3.832], [-1.858, 0.405, -3.795], [1.474, 0.809, 2.600], [3.640, 1.145, 0.779], [1.850, -0.195, 2.865], [1.976, 1.568, 3.226], [0.388, 0.843, 2.775], [4.032, 0.157, 1.078], [3.988, 1.380, -0.242], [4.037, 1.915, 1.464], [-1.344, -2.162, -3.698], [0.400, -1.871, -3.336], [-0.614, -2.777, -2.168], [-3.036, -1.034, -2.269], [-2.199, -1.578, -0.758], [-2.474, 0.167, -1.041], [1.184, -1.749, 0.003], [1.550, -2.759, 0.483], [0.622, -0.129, -0.688], [2.112, 0.092, -2.515], [2.954, -0.171, -2.100], [2.113, 1.070, -2.473], [-0.925, -0.690, -2.194], [-1.182, -3.658, 0.188], [-0.965, -2.958, 1.780], [-0.985, -3.927, 2.794], [-0.903, -3.570, 4.129], [-0.841, -2.232, 4.472], [-0.818, -1.248, 3.483], [-0.816, -1.557, 2.091], [-0.802, -0.381, 1.032], [-1.080, -4.978, 2.545], [-0.924, -4.331, 4.898], [-0.822, -1.950, 5.517], [-0.831, -0.247, 3.866], [-0.975, 0.625, 1.437], [-1.850, -0.399, 0.791]],
  "forces_ev_per_a": [[-0.214, -0.203, -0.316], [0.494, -0.340, 0.367], [-0.292, 0.863, 0.011], [-1.119, 0.521, -1.312], [0.720, -0.473, 0.861], [-0.547, -0.534, -0.786], [0.349, 0.944, 0.578], [-0.229, 0.562, 0.021], [2.411, 0.383, 2.680], [0.240, 0.032, 0.341], [-0.103, -0.327, -0.232], [0.189, -0.399, 0.130], [-0.581, -0.132, -0.324], [0.031, -0.408, -0.393], [-0.112, -0.318, -0.219], [-0.353, 0.175, 0.132], [0.412, 0.012, 0.287], [-0.244, 0.397, -0.110], [-0.220, 0.086, -0.508], [-0.050, 0.422, -0.211], [-0.137, -0.319, -0.344], [0.837, 0.185, 0.090], [-0.271, 0.380, -0.096], [0.003, -0.072, 0.427], [-0.305, -0.307, -0.265], [0.383, 0.122, 0.404], [-0.377, -0.095, 0.065], [-0.016, 0.367, -0.437], [0.425, 0.141, 0.352], [-0.216, 0.381, -0.647], [-0.108, -0.312, -0.288], [2.656, -6.384, 2.677], [-0.994, 3.827, -1.710], [-2.750, 1.132, -1.747], [-0.340, 0.344, 1.558], [0.149, -0.064, -0.588], [0.259, -0.302, -0.513], [-0.022, 0.273, 0.188], [-0.092, 0.908, 1.588], [-0.249, -1.088, -1.053], [0.055, -0.468, 1.406], [-0.157, -1.787, -1.254], [-0.056, 1.087, 0.048], [-0.092, -0.547, -1.513], [0.325, 2.756, 1.112], [-0.415, -1.150, 0.726], [0.004, 0.119, -0.171], [0.017, -0.050, -0.055], [0.004, 0.108, 0.020], [0.072, 0.463, -0.367], [1.160, -0.151, 0.867], [-0.535, -0.756, -1.476]],
  "total_energy_ev": -51179.7389,
  "charge": 3,
  "spin_multiplicity": 5,
  "orbital_gap_ev": [8.03, 5.85],
  "homo_ev": [-17.7103, -18.9701]
}

Question: Which value of charge does entry 2 give?
Answer: +3

Question: charge of number 1 (C6H14O5PtSSe2)?
Answer: +2